[1]
Computed, not measured: C8H26BCrF2N2O6S as an isolated structure, with ωB97M-V with the def2-TZVPD basis set.

Properties
* max |F|: 0.0925 Eh/bohr
* orbital gap (alpha / beta): 9.344 / 6.944 eV
* multiplicity: 5
* total charge: -1
* expectation value of S²: 6.038

XYZ file:
```
47
Properties=species:S:1:pos:R:3:lowdin_charge:R:1
Cr -18.6419 21.9614 10.6661 0.92
F -19.0962 22.3999 8.7225 -0.50
F -16.9127 20.8805 10.2755 -0.47
B -20.7039 22.3518 11.4450 -0.38
H -19.8665 23.0319 11.4235 -0.07
H -21.3925 22.8154 12.1343 -0.01
H -21.0750 22.3630 10.4319 -0.03
H -20.3347 21.4034 11.8037 -0.06
S -17.1986 21.0608 13.5054 0.30
O -16.8537 21.6734 14.8071 -0.23
O -17.8534 19.7108 13.6652 -0.26
O -18.0097 21.8013 12.5719 -0.41
O -15.9262 20.8691 12.8193 -0.15
C -16.4942 25.1105 8.9815 -0.03
C -16.2787 23.9454 10.0371 -0.37
C -15.0470 23.9145 10.9128 -0.08
O -13.9112 23.4171 10.0551 -0.17
C -13.1556 24.3628 9.5038 -0.19
N -17.5385 23.8170 10.7633 0.01
H -15.9904 24.9569 8.0271 0.08
H -16.0021 26.0074 9.3577 0.06
H -17.5176 25.4277 8.7810 0.07
H -16.1503 23.0605 9.4138 0.13
H -15.1393 23.2043 11.7344 0.12
H -14.8410 24.9306 11.2492 0.12
H -12.6272 24.9275 10.2719 0.08
H -13.8627 25.0363 9.0195 0.07
H -12.3334 23.9727 8.9039 0.09
H -17.4592 24.3156 11.6381 0.12
H -18.1486 24.4270 10.2381 0.08
C -21.5256 18.9985 9.9119 -0.04
C -20.0426 18.9662 9.6203 -0.36
C -19.7277 19.1168 8.0535 -0.16
O -20.3561 18.0839 7.3373 -0.21
C -19.7684 17.6293 6.1311 -0.11
N -19.3785 19.8060 10.5728 0.01
H -21.9979 18.2750 9.2474 0.08
H -21.8492 20.0305 9.7762 0.09
H -21.7742 18.7766 10.9497 0.09
H -19.5709 18.0265 9.9078 0.14
H -18.6539 19.1642 7.8727 0.12
H -20.0642 20.0300 7.5626 0.12
H -19.5672 18.4148 5.4026 0.08
H -20.4480 16.8453 5.7970 0.09
H -18.7237 17.3513 6.2706 0.08
H -18.6444 19.2140 10.9343 0.10
H -20.0850 19.8202 11.2944 0.06
```


[2]
Computed, not measured: a 6-piece molecular cluster, C21H33O16 overall, with ωB97M-V with the def2-TZVPD basis set.

Properties
* max |F|: 0.0383 Eh/bohr
* orbital gap: 6.203 eV
* total charge: -1
* ΔE to the lowest compared entry with this formula, charge and spin: 0.0 kcal per mole

XYZ file:
```
70
Properties=species:S:1:pos:R:3:lowdin_charge:R:1
C -0.9472 -0.7173 -1.1538 -0.43
O -0.4597 -1.7644 -1.8822 -0.40
H -1.2565 -1.1077 -0.1455 0.01
H -0.2100 0.0554 -0.8502 0.03
H -1.8424 -0.2182 -1.5794 0.04
C -2.4794 -3.4561 1.8923 -0.02
C -1.2463 -4.3530 1.8101 -0.31
C -0.5923 -4.3820 0.4234 -0.08
O 0.7964 -4.4199 0.7226 0.08
C 1.0123 -3.9801 1.9645 -0.58
O 2.0684 -3.7878 2.4678 0.15
O -0.1755 -3.8542 2.6040 0.07
H -3.3503 -4.0094 1.5415 0.08
H -2.3604 -2.5713 1.2672 0.06
H -2.6295 -3.1570 2.9293 0.08
H -1.4581 -5.3841 2.1017 0.15
H -0.7910 -3.5498 -0.2634 0.11
H -0.8793 -5.3286 -0.0376 0.13
C 2.9658 -0.6356 1.0312 -0.01
C 4.3244 -0.3497 0.4315 -0.29
C 4.6377 1.1472 0.2041 -0.07
O 6.0013 1.2465 0.5853 0.07
C 6.3569 0.1917 1.3178 -0.59
O 7.3949 0.0512 1.8874 0.14
O 5.3583 -0.7024 1.3587 0.09
H 2.6542 0.0167 1.8434 0.08
H 2.9645 -1.6683 1.3931 0.07
H 2.1770 -0.6566 0.2752 0.09
H 4.4640 -0.9394 -0.4775 0.16
H 4.0536 1.7675 0.8844 0.12
H 4.4813 1.4044 -0.8401 0.13
C -4.6046 0.9052 -1.6839 -0.03
C -4.8972 1.1110 -0.2210 -0.32
C -4.0929 0.3653 0.8443 -0.07
O -3.7260 1.3904 1.7599 0.04
C -4.0407 2.6170 1.2794 -0.57
O -3.7816 3.6277 1.8310 0.17
O -4.6769 2.4843 0.0977 0.09
H -4.6005 -0.1462 -1.9692 0.10
H -3.6387 1.3723 -1.8927 0.09
H -5.3199 1.4185 -2.3265 0.08
H -5.9619 0.8738 -0.0977 0.15
H -3.1884 -0.1061 0.4579 0.11
H -4.8182 -0.3022 1.3022 0.13
C -0.4369 0.1997 2.4550 -0.02
C -0.3945 1.5825 1.8634 -0.29
C -0.3551 2.6964 2.9609 -0.07
O 0.7427 3.5302 2.6125 0.08
C 1.3098 3.0867 1.4838 -0.58
O 2.1731 3.6023 0.8433 0.15
O 0.8121 1.8848 1.1634 0.06
H -0.4646 -0.4954 1.6095 0.06
H -1.4004 0.0242 2.9400 0.09
H 0.3514 -0.0030 3.1757 0.09
H -1.2271 1.7769 1.1902 0.14
H -0.2507 2.2876 3.9645 0.13
H -1.2939 3.2506 2.9253 0.12
C 1.0618 1.9763 -2.5599 -0.02
C 1.7786 1.3238 -3.7210 -0.28
C 1.0394 0.1003 -4.3021 -0.09
O 0.9567 0.3473 -5.6938 0.08
C 1.5060 1.5357 -5.9773 -0.59
O 1.7205 1.9249 -7.0906 0.13
O 1.7428 2.2264 -4.8547 0.08
H 1.1702 1.3447 -1.6774 0.06
H -0.0072 2.0469 -2.7649 0.09
H 1.4242 2.9727 -2.3089 0.09
H 2.8066 1.0729 -3.4528 0.14
H 0.0376 0.0411 -3.8685 0.12
H 1.5111 -0.8347 -4.0036 0.13
```


[3]
Computed, not measured: a 2-piece molecular cluster, C4H9NO3 overall, with ωB97M-V with the def2-TZVPD basis set.

Properties
* max |F|: 0.0319 Eh/bohr
* orbital gap (alpha / beta): 7.656 / 7.658 eV
* ΔE to the lowest compared entry with this formula, charge and spin: 191.6 kcal per mole

XYZ file:
```
17
Properties=species:S:1:pos:R:3:lowdin_charge:R:1
C 0.1294 1.0510 -1.5302 -0.09
C 0.9154 0.3530 0.9566 0.01
C 1.9608 -0.3096 0.5167 0.01
O -0.5239 0.8320 -0.2786 -0.20
H 0.8258 1.2686 1.5225 0.12
H 0.9321 1.7723 -1.3813 0.09
H -0.6003 1.4676 -2.2290 0.10
H 0.5267 0.1165 -1.9301 0.09
H 1.8884 -1.1854 -0.1133 0.08
H 2.9562 0.0276 0.7938 0.08
N -0.9372 -1.1370 1.7230 0.02
C -1.6522 -0.3374 -0.4202 -0.43
O -1.9427 -0.4690 1.1644 -0.16
O -1.2454 -1.3562 -0.9521 -0.01
H -0.0680 -0.4801 1.8443 0.04
H -0.6199 -1.8391 1.0301 0.10
H -2.5452 0.2253 -0.7165 0.15
```


[4]
Computed, not measured: a 4-piece molecular cluster, C24H58BrN3O2 overall, with ωB97M-V with the def2-TZVPD basis set.

Properties
* max |F|: 0.0594 Eh/bohr
* orbital gap: 6.536 eV
* total charge: +2
* ΔE to the lowest compared entry with this formula, charge and spin: 0.0 kcal per mole

XYZ file:
```
88
Properties=species:S:1:pos:R:3:lowdin_charge:R:1
Br -1.0861 23.3805 9.2075 -0.96
C -4.5883 23.1345 15.0580 -0.05
C -6.0132 23.3510 14.6219 -0.16
N -6.1573 24.2055 13.3198 -0.22
C -7.6167 24.4494 13.0490 0.02
C -5.4915 25.6031 13.4804 -0.16
C -5.8088 26.3778 14.7782 -0.06
C -5.4683 23.6586 12.0060 -0.04
C -6.0172 22.3446 11.4913 -0.25
O -5.8124 21.4455 12.4850 -0.22
C -6.3857 20.1737 12.1866 -0.05
H -4.6197 22.4820 15.9305 0.10
H -4.0079 24.0461 15.2000 0.09
H -4.2607 22.4458 14.2792 0.07
H -6.5786 23.8640 15.3999 0.13
H -6.4500 22.3729 14.4204 0.12
H -8.0938 23.4849 13.2231 0.11
H -7.6960 24.7927 12.0175 0.11
H -8.0389 25.1006 13.8143 0.10
H -5.7924 26.1431 12.5826 0.13
H -4.4022 25.5963 13.4442 0.13
H -5.3695 27.3724 14.7008 0.09
H -5.4592 25.9822 15.7318 0.09
H -6.8493 26.7017 14.7551 0.08
H -4.4236 23.5170 12.2828 0.14
H -5.6774 24.3385 11.1800 0.14
H -5.4429 22.1007 10.5975 0.15
H -7.0991 22.3433 11.3588 0.13
H -6.3382 19.9747 11.1160 0.09
H -7.4134 20.2477 12.5421 0.10
H -5.8344 19.3658 12.6676 0.09
C 1.5894 16.1868 13.0051 -0.05
C 0.6419 16.4793 11.8185 -0.14
N 0.1718 17.9367 11.6807 -0.24
C 1.3191 18.8337 11.1603 0.04
C -1.0390 18.0081 10.6915 -0.13
C -0.6770 17.8581 9.1841 -0.05
C -0.2425 18.5885 13.0697 -0.04
C -1.3206 17.8521 13.8892 -0.23
O -1.0105 16.6533 14.4722 -0.19
C -1.8508 16.1724 15.4740 -0.08
H 1.6056 15.0979 13.0525 0.09
H 1.2486 16.4560 14.0049 0.07
H 2.6082 16.5467 12.8616 0.08
H -0.2707 15.8870 11.8843 0.12
H 1.1197 16.2131 10.8756 0.13
H 0.9138 19.8421 11.2439 0.11
H 1.5051 18.5779 10.1172 0.09
H 2.1663 18.7485 11.8408 0.11
H -1.4937 18.9780 10.8928 0.12
H -1.7735 17.3087 11.0909 0.11
H -0.0835 18.7496 8.9816 0.07
H -1.5959 17.9467 8.6045 0.09
H 0.0187 17.1084 8.8072 0.09
H -0.6862 19.5389 12.7732 0.13
H 0.6779 18.6920 13.6444 0.13
H -2.1576 17.7046 13.2067 0.12
H -1.7110 18.5971 14.5826 0.13
H -1.2491 15.8199 16.3117 0.10
H -2.3249 15.2808 15.0638 0.09
H -2.7052 16.7887 15.7535 0.10
C -0.6608 27.5499 3.4552 -0.08
C -1.5090 26.4920 4.1551 -0.23
C -2.7076 26.0454 3.2407 -0.08
N -3.7921 25.2556 4.0745 -0.22
C -3.1324 23.9334 4.5451 0.05
C -4.2169 26.2211 5.2740 -0.04
C -5.6027 25.6233 5.7242 -0.13
C -6.2104 25.2496 4.3755 -0.17
C -5.1051 25.0755 3.3713 -0.12
H -0.0147 28.1821 4.0644 0.09
H -1.3471 28.2175 2.9342 0.07
H -0.1137 27.0228 2.6736 0.08
H -1.8107 26.7841 5.1610 0.09
H -0.9572 25.6294 4.5287 0.10
H -2.4383 25.3932 2.4098 0.14
H -3.1966 26.9407 2.8569 0.12
H -3.8509 23.2897 5.0526 0.10
H -2.2406 24.1440 5.1354 0.10
H -3.0970 23.2004 3.7392 0.11
H -3.4455 26.1348 6.0393 0.12
H -4.3712 27.2268 4.8829 0.14
H -5.4100 24.6950 6.2620 0.11
H -6.2480 26.2567 6.3329 0.12
H -6.9035 24.4122 4.4561 0.12
H -6.8408 26.0583 4.0056 0.12
H -5.2141 24.1335 2.8338 0.14
H -5.0504 25.8049 2.5631 0.13
```


[5]
Computed, not measured: an isolated molecule of C6H4O, with ωB97M-V with the def2-TZVPD basis set.

Properties
* max |F|: 0.0164 Eh/bohr
* orbital gap: 10.089 eV
* SMILES string: C#CC(=O)C#CC
* ΔE to the lowest compared entry with this formula, charge and spin: 73.5 kcal per mole

XYZ file:
```
11
Properties=species:S:1:pos:R:3:lowdin_charge:R:1
C 1.7265 -1.0187 0.4790 0.14
C 1.4143 0.1296 0.6772 -0.04
C 0.9357 1.5131 0.8846 -0.45
O 1.5847 2.3781 1.4115 0.11
C -0.4165 1.5562 0.3244 0.06
C -0.9730 0.6256 -0.2245 -0.07
C -1.4943 -0.5625 -0.8536 -0.07
H 2.0728 -2.0205 0.3453 0.04
H -2.4755 -0.3420 -1.2684 0.08
H -1.5628 -1.3786 -0.1240 0.10
H -0.8118 -0.8803 -1.6515 0.10
```


[6]
Computed, not measured: a 2-piece molecular cluster, C2H5FOS2 overall, with ωB97M-V with the def2-TZVPD basis set.

Properties
* max |F|: 0.0711 Eh/bohr
* orbital gap: 8.533 eV
* SMILES string: COC=S.FS
* ΔE to the lowest compared entry with this formula, charge and spin: 14.0 kcal per mole

XYZ file:
```
11
Properties=species:S:1:pos:R:3:lowdin_charge:R:1
C 1.9981 0.1902 -1.0090 -0.08
O 1.1369 0.8016 -0.0003 -0.16
C 0.3226 0.0322 0.6775 -0.69
S 0.0098 -1.5329 0.3011 0.67
H 1.6860 0.4617 -1.9405 0.05
H 1.8927 -0.9622 -0.9616 0.05
H 3.0258 0.5033 -0.8451 0.09
H -0.2108 0.7038 1.3463 0.07
F -2.5497 0.4463 1.6081 -0.59
S -3.9699 0.2053 0.7006 0.74
H -3.3416 -0.8493 0.1229 -0.16
```


[7]
Computed, not measured: an isolated molecule of C4H9BO2, with ωB97M-V with the def2-TZVPD basis set.

Properties
* max |F|: 0.0436 Eh/bohr
* orbital gap (alpha / beta): 8.671 / 7.420 eV
* ΔE to the lowest compared entry with this formula, charge and spin: 58.4 kcal per mole

XYZ file:
```
16
Properties=species:S:1:pos:R:3:lowdin_charge:R:1
B -0.2897 1.8858 0.3272 -0.72
C -0.4290 -0.7624 0.8806 -0.24
C 0.2807 0.6198 0.9749 0.10
C -0.2863 -1.3694 -0.5306 -0.10
C 0.8928 -2.1830 -0.8916 -0.13
O 0.4786 3.0230 0.3789 0.15
O -1.5411 1.8610 -0.2344 0.16
H 0.0072 -1.4545 1.6023 0.10
H -1.4843 -0.6296 1.1080 0.10
H 1.3461 0.5608 1.1618 0.08
H -0.8299 -0.8604 -1.3118 0.09
H 1.8202 -1.7231 -0.5474 0.08
H 0.9658 -2.3327 -1.9666 0.07
H 0.8373 -3.1584 -0.4020 0.08
H 0.0938 3.8283 0.0320 0.09
H -1.8623 2.6947 -0.5813 0.10
```


[8]
Computed, not measured: a 2-piece molecular cluster, C5H11NOS overall, with ωB97M-V with the def2-TZVPD basis set.

Properties
* max |F|: 0.0850 Eh/bohr
* orbital gap: 6.000 eV
* ΔE to the lowest compared entry with this formula, charge and spin: 122.6 kcal per mole

XYZ file:
```
19
Properties=species:S:1:pos:R:3:lowdin_charge:R:1
C 0.4516 -0.5517 -1.1435 0.02
C 1.7016 0.1924 -1.1346 -0.67
S 2.4520 -0.0144 0.5271 0.58
C -0.7944 0.0549 -0.7994 -0.45
N -1.5901 -0.6274 0.2299 -0.13
C -2.7366 0.2000 0.5554 -0.10
C -0.7942 -1.0102 1.4103 -0.10
O -1.2091 1.1300 -1.1917 0.08
H 0.5522 -1.6314 -1.0693 0.13
H -0.0009 1.9937 1.5392 0.03
H 2.4297 -0.1658 -1.8687 0.07
H 1.5134 1.2503 -1.3474 0.08
H 0.6447 2.3626 1.5234 0.04
H -2.4236 1.1547 1.0687 0.10
H -3.3689 -0.3250 1.2769 0.09
H -3.2810 0.4767 -0.3437 0.09
H -1.1432 -0.5106 2.3145 0.09
H -0.6890 -2.0845 1.5414 0.09
H 0.2159 -0.6015 1.3206 -0.03
```


Q: Look up the max |F| of the eighth one.
A: 0.0850 Eh/bohr